A molecular structure, C22H64ClN18O14PS. Source: the Open Molecules 2025 dataset; level of theory: wB97M-V/def2-TZVPD.

```
121
Properties=species:S:1:pos:R:3:lowdin_charge:R:1
C 6.18675 -1.39831 1.60910 -0.118
O 6.85360 -0.82218 0.51159 -0.196
C 6.05507 -0.73683 -0.66463 -0.228
C 5.36543 -2.03984 -1.07145 -0.164
C 3.86504 -2.12893 -0.71616 -0.188
C 2.93142 -2.29703 -1.92498 -0.199
C 2.00972 -3.51314 -1.83698 -0.217
C 1.11455 -3.52369 -0.60725 -0.206
C -0.13072 -2.63204 -0.73373 -0.181
C -1.42284 -3.39915 -1.11130 -0.200
C -2.46897 -3.25258 -0.02239 -0.232
C -3.85241 -3.82146 -0.34136 -0.190
C -4.55032 -3.19338 -1.55582 -0.161
C -5.52695 -2.11113 -1.16605 -0.175
O -6.66564 -2.75356 -0.47428 -0.175
P -7.83306 -1.79429 -0.09170 0.196
O -7.52128 -0.36534 -0.10985 -0.294
O -9.06837 -2.20886 -1.00722 -0.608
S -9.87030 -0.98324 -1.85402 0.828
O -8.36526 -2.32563 1.34196 -0.642
Cl -7.32459 -1.84278 2.58075 0.691
H 6.04641 -2.47506 1.49678 0.091
H 6.82834 -1.26048 2.47963 0.087
H 5.22688 -0.93052 1.84056 0.049
H 6.73112 -0.45038 -1.46032 0.091
H 5.33279 0.08072 -0.58215 0.119
H 5.50052 -2.14822 -2.14669 0.099
H 5.91924 -2.86808 -0.62803 0.106
H 3.72370 -2.91560 0.02224 0.096
H 3.60886 -1.19201 -0.22209 0.103
H 3.54241 -2.41970 -2.82034 0.098
H 2.33313 -1.40318 -2.10319 0.106
H 1.38342 -3.52781 -2.73458 0.109
H 2.60916 -4.42523 -1.88454 0.109
H 0.77373 -4.54370 -0.41980 0.104
H 1.66826 -3.23403 0.28533 0.092
H 0.01913 -1.78747 -1.40383 0.109
H -0.31082 -2.19682 0.25152 0.094
H -1.21699 -4.44221 -1.34764 0.113
H -1.80975 -2.93653 -2.02077 0.096
H -2.58496 -2.19754 0.23805 0.107
H -2.09622 -3.77405 0.86550 0.111
H -4.48871 -3.61708 0.52528 0.102
H -3.83882 -4.90705 -0.42744 0.112
H -3.86003 -2.73627 -2.25997 0.111
H -5.13595 -3.96665 -2.05197 0.121
H -5.08521 -1.38487 -0.48881 0.127
H -5.90978 -1.61039 -2.05193 0.119
H -10.21829 -0.15958 -0.85132 -0.126
C -5.16813 2.12525 -2.24504 -0.672
O -4.62704 1.23289 -2.89196 -0.005
N -6.24501 1.90101 -1.45656 0.180
N -4.69651 3.41268 -2.27973 0.147
H -6.69695 2.61138 -0.91364 0.103
H -6.60102 0.95954 -1.40960 0.061
H -3.89642 3.58752 -2.85990 0.102
H -5.10524 4.17098 -1.76660 0.096
C -1.10145 3.54630 0.16678 -0.684
O -0.05689 3.80366 0.74863 -0.001
N -1.80823 4.49594 -0.51791 0.155
N -1.65466 2.29700 0.15731 0.164
H -2.66717 4.29558 -0.98993 0.054
H -1.44895 5.43417 -0.54293 0.059
H -1.17960 1.56373 0.65739 0.080
H -2.51367 2.08088 -0.31243 0.083
C -6.96391 -0.71282 -5.67365 -0.683
O -7.84389 -1.11304 -4.92790 0.001
N -6.86457 -1.15587 -6.96918 0.140
N -6.01268 0.18334 -5.29079 0.163
H -6.15320 -0.85171 -7.60475 0.086
H -7.54690 -1.82036 -7.27951 0.096
H -6.02618 0.52057 -4.34318 0.062
H -5.28090 0.50212 -5.89541 0.094
C -2.01880 -0.79121 3.34085 -0.677
O -1.48562 -0.31020 2.35320 0.013
N -2.64843 -2.00918 3.32384 0.164
N -2.01541 -0.14795 4.53667 0.154
H -3.09621 -2.41268 4.12354 0.092
H -2.65126 -2.51015 2.45554 0.059
H -1.54580 0.73351 4.58497 0.073
H -2.42336 -0.51556 5.37371 0.093
C 6.27061 1.65430 -3.95097 -0.668
O 5.92431 0.65459 -3.34872 0.032
N 6.66737 2.79325 -3.30572 0.153
N 6.29154 1.71669 -5.31858 0.147
H 6.95698 3.62714 -3.77843 0.090
H 6.66330 2.77581 -2.30321 0.104
H 6.00501 0.89622 -5.81735 0.101
H 6.57328 2.52827 -5.83311 0.089
C -1.70777 8.64195 -0.90745 -0.671
O -2.07964 7.49092 -1.06829 0.016
N -0.73834 8.97305 -0.00497 0.155
N -2.23347 9.68370 -1.61880 0.150
H -0.41575 9.90942 0.14374 0.093
H -0.33393 8.22616 0.52884 0.107
H -2.94614 9.46768 -2.28925 0.102
H -1.94366 10.63539 -1.50376 0.092
C 0.61615 1.74845 6.66838 -0.668
O -0.11451 0.82565 6.32795 0.000
N 1.29727 1.73506 7.84930 0.158
N 0.80680 2.85232 5.88761 0.162
H 1.90336 2.47463 8.14814 0.096
H 1.17821 0.93303 8.43889 0.106
H 0.32422 2.89213 5.00799 0.108
H 1.40129 3.61612 6.14678 0.096
C 2.77382 -1.23983 3.37250 -0.665
O 3.23414 -2.17947 2.74472 0.018
N 1.68696 -1.35225 4.18987 0.171
N 3.31374 0.01842 3.30677 0.160
H 1.30809 -0.58288 4.71347 0.070
H 1.25292 -2.25211 4.26110 0.102
H 4.11055 0.14897 2.71343 0.071
H 2.94212 0.80415 3.80456 0.088
C 10.57966 -1.84652 2.72865 -0.684
O 10.61028 -0.71754 3.18383 0.022
N 11.57018 -2.76201 2.98664 0.137
N 9.56660 -2.29579 1.93121 0.165
H 11.56937 -3.69598 2.62577 0.085
H 12.32791 -2.46306 3.56947 0.096
H 8.82797 -1.64901 1.71306 0.071
H 9.53082 -3.22114 1.55044 0.094
```

**LUMO energy**: -0.342 eV
**Total charge**: 0


A molecular structure, CH2Cl2F18O4P4V3. Source: the Open Molecules 2025 dataset; level of theory: wB97M-V/def2-TZVPD.

```
34
Properties=species:S:1:pos:R:3:lowdin_charge:R:1
V 21.03230 14.88358 21.80419 1.198
V 19.22534 13.04882 24.19447 1.115
V 20.46261 16.23690 25.11302 1.256
P 18.99297 15.32284 23.25519 0.176
O 19.12290 14.15572 22.35289 -0.323
O 20.31730 14.66648 23.74339 -0.646
O 18.73305 15.02774 24.74034 -0.336
O 20.07194 16.34540 23.03864 -0.381
P 20.69374 10.97528 22.51700 0.234
F 19.17467 11.26691 22.92093 -0.159
F 20.60808 9.48378 23.09617 -0.099
F 20.19894 10.47761 21.04845 -0.146
F 22.29715 10.76836 22.02861 -0.159
F 20.77289 12.40050 21.72246 -0.197
F 21.07165 11.62373 23.94620 -0.136
P 20.95584 12.79219 27.24375 0.227
F 22.21947 13.43201 28.02532 -0.138
F 20.92806 14.24130 26.52785 -0.211
F 22.00023 12.43332 26.07364 -0.153
F 19.84455 12.51008 26.11542 -0.195
F 21.17305 11.25257 27.80999 -0.128
F 19.95068 13.28918 28.41255 -0.115
P 23.97281 14.39172 23.66272 0.266
F 22.85426 14.82463 24.79063 -0.211
F 22.75484 13.83144 22.71966 -0.202
F 23.78410 15.91857 23.05225 -0.177
F 25.18596 13.97701 22.62345 -0.132
F 24.94400 14.80520 24.93153 -0.169
F 23.97775 12.99640 24.38918 -0.112
C 17.56209 17.06913 20.11361 -0.995
Cl 15.73856 16.87502 20.16518 0.476
Cl 18.23863 18.35712 21.09260 0.551
H 17.92781 16.09115 20.42652 -0.010
H 17.80203 17.21642 19.06059 0.031
```

**LUMO energy (spin up / spin down)**: -4.392 / -4.214 eV
**Total charge**: 0
**Expectation value of S²**: 24.7829
**2S+1**: 10


A single C8H9NO3S molecule. Source: the Open Molecules 2025 dataset; level of theory: wB97M-V/def2-TZVPD.

```
22
Properties=species:S:1:pos:R:3:lowdin_charge:R:1
C -3.48896 -0.81690 0.35305 -0.078
C -3.27409 0.56041 0.01494 -0.074
C -2.42082 -1.69137 0.37156 -0.022
C -1.99930 0.95495 -0.34901 -0.033
C -1.13253 -1.33031 -0.10357 -0.351
C -1.02595 0.02429 -0.43678 -0.185
C 1.22122 -0.39690 -1.21968 -0.179
C 2.67154 1.34360 0.41739 -0.096
N -0.21168 -2.26073 -0.29979 0.177
O 3.36588 -1.31016 -0.01438 -0.300
O 1.43359 -0.73653 1.38411 -0.325
O 0.12828 0.34572 -1.23996 -0.037
S 2.25672 -0.43961 0.22935 0.636
H -4.47404 -1.10781 0.77223 0.111
H -4.23122 1.11147 0.02025 0.108
H -2.40179 -2.76600 0.40636 0.108
H -1.61107 1.94865 -0.68198 0.142
H 1.61557 -0.38607 -2.22149 0.119
H 3.52417 1.36121 1.03040 0.047
H 2.88904 1.93748 -0.43522 0.060
H 1.77082 1.65972 0.93489 0.066
H 0.63645 -2.39198 0.38060 0.106
```

**LUMO energy (spin up / spin down)**: -0.851 / -0.913 eV
**Energy above the lowest of the compared OMol25 structures with the same formula, charge and spin**: 113.5 kcal per mole
**Total charge**: 0


A molecular structure, C32H28AsBrCsI2N5O4. Source: the Open Molecules 2025 dataset; level of theory: wB97M-V/def2-TZVPD.

```
74
Properties=species:S:1:pos:R:3:lowdin_charge:R:1
Cs -2.23804 1.64332 -0.44711 1.062
O 0.15669 4.15634 5.26578 0.023
C -0.10405 2.84610 5.37425 -0.288
C 0.29689 2.18591 6.54010 -0.040
C 0.05296 0.83456 6.70755 -0.119
C -0.59828 0.10625 5.71539 -0.113
C -0.99541 0.76273 4.55988 -0.040
C -0.76369 2.12024 4.36319 -0.068
C -1.22467 2.72652 3.05912 -0.516
O -1.80114 2.00214 2.22482 -0.292
N -0.92315 4.01866 2.94786 0.004
N -1.33901 4.57680 1.73926 -0.274
C -0.57647 5.47244 1.24321 -0.120
C -0.78643 6.10342 -0.06126 -0.191
C -0.50388 7.46340 -0.21333 -0.086
C -0.62881 8.11131 -1.42711 -0.145
C -1.02300 7.34504 -2.53847 -0.128
C -1.26132 5.99621 -2.43222 -0.035
C -1.14278 5.29187 -1.18949 -0.477
O -1.29260 4.03314 -1.12383 -0.416
H -0.20916 4.42916 4.36525 0.060
H 0.80176 2.76531 7.30358 0.103
H 0.37250 0.34371 7.62027 0.088
H -0.79106 -0.95126 5.84201 0.086
H -1.50564 0.23591 3.76314 0.107
H 0.30872 5.74251 1.82392 0.130
H -0.19315 8.02681 0.66260 0.100
H -0.42676 9.17055 -1.51438 0.073
H -1.13117 7.82455 -3.50678 0.086
H -1.54497 5.41380 -3.30101 0.102
Br 2.40430 -11.86366 -1.78968 0.655
C 1.63642 -10.13388 -2.03220 -0.714
C 0.96033 -9.84329 -3.20288 -0.152
C 0.40840 -8.58142 -3.36561 -0.047
C 0.51617 -7.59520 -2.38653 -0.270
C 1.20350 -7.92295 -1.21419 -0.035
C 1.76025 -9.17865 -1.03481 -0.146
N -0.08772 -6.34686 -2.66956 0.012
N 0.10886 -5.48753 -1.75256 0.034
C -0.41358 -4.24955 -1.90223 -0.252
C -1.18641 -3.84730 -3.02260 -0.032
C -1.67486 -2.58869 -3.17103 -0.022
C -1.42070 -1.54660 -2.19512 -0.391
O -1.81130 -0.38666 -2.34742 -0.189
C -0.64944 -1.96605 -0.98455 -0.163
N -0.45152 -1.01223 -0.04856 0.066
C 0.22569 -1.31879 1.03710 -0.146
C 0.76437 -2.59968 1.24590 -0.059
C 0.57306 -3.56984 0.29967 -0.019
C -0.16144 -3.27566 -0.86498 -0.103
H 0.86592 -10.59177 -3.97814 0.090
H -0.12599 -8.32917 -4.27439 0.103
H 1.29236 -7.16919 -0.44348 0.092
H 2.28902 -9.41723 -0.12138 0.092
H -1.37207 -4.60255 -3.77648 0.095
H -2.25403 -2.30726 -4.04140 0.100
H 0.34627 -0.53035 1.77371 0.103
H 1.32031 -2.80892 2.15186 0.097
H 0.97160 -4.56802 0.42364 0.096
C 1.87886 0.26208 -2.32388 -0.329
As 0.90551 1.73355 -1.44879 1.011
C 1.54847 3.17608 -2.61457 -0.324
C 2.22500 2.02057 -0.02255 -0.319
H 2.90529 0.54645 -2.56799 0.013
H 1.35374 -0.01790 -3.23851 0.017
H 1.89571 -0.60689 -1.66524 0.007
H 2.63007 3.12299 -2.76089 0.013
H 1.27643 4.13378 -2.17090 0.009
H 1.04915 3.10542 -3.58181 0.020
H 3.23200 2.13145 -0.43022 0.015
H 2.20776 1.17461 0.66576 0.005
H 1.95503 2.91943 0.53347 0.015
I -3.64998 4.52211 1.20138 0.512
I -6.43572 4.61779 0.74645 -0.240
```

**LUMO energy**: 3.160 eV
**Energy above the lowest of the compared OMol25 structures with the same formula, charge and spin**: 3.0 kcal per mole
**Total charge**: -2


2 unconnected molecules or ions with the total composition C48H50NO2Si. Source: the Open Molecules 2025 dataset; level of theory: wB97M-V/def2-TZVPD.

```
102
Properties=species:S:1:pos:R:3:lowdin_charge:R:1
C 1.72166 6.13309 0.00024 -0.150
Si 2.37004 4.62151 -0.85256 0.378
C 2.62451 4.84890 -2.67143 -0.141
C 3.86648 3.99048 0.05050 -0.155
O 1.23085 3.42880 -0.70036 -0.176
C 0.09241 2.77077 -1.23300 -0.324
C -0.80630 3.82824 -1.88268 -0.165
C -0.77381 4.06190 -3.25962 -0.040
C -1.55362 5.09091 -3.80244 -0.058
C -2.31295 5.91601 -2.97025 -0.073
C -2.29935 5.71154 -1.58846 -0.066
C -1.50434 4.70230 -1.04184 -0.048
C 0.53177 1.61940 -2.17102 -0.126
C 1.79327 1.04171 -2.00999 -0.026
C 2.21999 0.03610 -2.88666 -0.082
C 1.36825 -0.44972 -3.88302 -0.092
C 0.09945 0.11281 -4.03009 -0.065
C -0.32323 1.12598 -3.16348 -0.045
C -0.58944 2.14714 0.02337 -0.187
C 0.35140 1.51832 1.07080 -0.081
C -0.17719 0.12384 1.33356 -0.142
C -1.49901 -0.02752 0.58862 -0.145
N -1.54678 1.11541 -0.29513 -0.071
C -2.66322 1.35581 -1.01224 -0.112
C -3.78884 0.55324 -1.02088 -0.057
C -5.06138 1.24889 -1.17552 -0.232
C -6.24070 0.71185 -1.77218 -0.047
C -7.31287 1.54889 -2.10314 -0.094
C -7.29127 2.92211 -1.78099 -0.093
C -6.19327 3.43456 -1.07152 -0.091
C -5.10829 2.61971 -0.77734 -0.058
H 2.44826 6.95296 -0.07002 0.040
H 0.78282 6.46950 -0.45266 0.028
H 1.54283 5.92935 1.06336 0.041
H 3.55031 5.41076 -2.85969 0.040
H 2.69616 3.87507 -3.17510 0.038
H 1.78229 5.40342 -3.10631 0.035
H 4.64021 4.76930 0.07155 0.039
H 3.62575 3.72806 1.08866 0.038
H 4.29740 3.10654 -0.43507 0.029
H -0.13271 3.45438 -3.90665 0.121
H -1.55200 5.21970 -4.88647 0.110
H -2.90437 6.72578 -3.39900 0.107
H -2.89238 6.32991 -0.91115 0.110
H -1.41470 4.61851 0.04520 0.118
H 2.46683 1.40580 -1.22952 0.105
H 3.22485 -0.36889 -2.76830 0.101
H 1.69207 -1.25580 -4.54572 0.104
H -0.57022 -0.23364 -4.81867 0.109
H -1.32445 1.54404 -3.27906 0.111
H -1.11593 2.94708 0.57201 0.134
H 1.39344 1.53744 0.74216 0.105
H 0.29253 2.12188 1.98465 0.125
H 0.50007 -0.63952 0.95600 0.069
H -0.35332 -0.07929 2.39188 0.119
H -1.55795 -0.93338 -0.02718 0.085
H -2.34485 -0.03117 1.30425 0.138
H -2.67723 2.32067 -1.52970 0.119
H -3.70907 -0.53664 -0.97958 0.093
H -6.28144 -0.36388 -1.98037 0.104
H -8.18561 1.13749 -2.62160 0.101
H -8.11284 3.58306 -2.06222 0.099
H -6.16806 4.47399 -0.74371 0.101
H -4.26777 3.04780 -0.22340 0.101
C -3.17555 -8.29867 1.56192 -0.026
C -2.55243 -6.95865 1.34386 -0.222
C -3.28328 -5.86978 0.83532 -0.004
C -2.68331 -4.63894 0.61647 0.034
C -1.30180 -4.43090 0.95600 -0.178
C -0.60009 -3.20234 0.83328 0.142
C 0.60342 -2.98863 1.62164 -0.228
C 0.62947 -3.26880 3.02607 -0.002
C 1.73505 -3.00803 3.80669 0.028
C 2.90196 -2.53783 3.19873 -0.208
O 3.98655 -2.25555 4.02239 0.017
C 5.14857 -3.00932 3.78339 -0.262
C 6.24951 -2.34605 3.24692 -0.012
C 7.43473 -3.05516 3.05914 -0.067
C 7.51612 -4.40227 3.42403 -0.076
C 6.39530 -5.05084 3.95678 -0.069
C 5.18939 -4.36438 4.12676 -0.004
C 2.96743 -2.35657 1.80614 0.042
C 1.83433 -2.56737 1.03283 -0.003
C -0.58678 -5.57382 1.43979 0.009
C -1.19186 -6.79432 1.61098 -0.011
H -2.72512 -8.83323 2.40706 0.095
H -4.25294 -8.22313 1.72839 0.091
H -3.03890 -8.94199 0.68576 0.106
H -4.34368 -6.02380 0.60303 0.132
H -3.27462 -3.79891 0.23689 0.130
H -0.88523 -2.50782 0.04599 0.117
H -0.24325 -3.70364 3.52487 0.135
H 1.72508 -3.17160 4.88480 0.139
H 6.11487 -1.31461 2.92586 0.124
H 8.28162 -2.54330 2.60431 0.111
H 8.44526 -4.95603 3.27224 0.110
H 6.43086 -6.10515 4.23455 0.110
H 4.27503 -4.84963 4.47595 0.121
H 3.90283 -2.02596 1.34653 0.135
H 1.90391 -2.42787 -0.05178 0.135
H 0.47430 -5.49140 1.66611 0.127
H -0.60187 -7.63700 1.98053 0.133
```

**LUMO energy**: -5.553 eV
**Total charge**: +1


A single C5H7F2N molecule. Source: the Open Molecules 2025 dataset; level of theory: wB97M-V/def2-TZVPD.

```
15
Properties=species:S:1:pos:R:3:lowdin_charge:R:1
C 0.30718 1.58305 0.54982 0.022
C 1.06034 -0.61527 -0.65098 -0.139
C 0.33290 0.76289 -0.71119 -0.142
C -0.97523 -0.83682 0.63550 -0.207
C -0.84210 0.63988 0.20464 -0.348
N 0.34976 -1.37412 0.40644 -0.008
F -1.91607 -1.49249 -0.26823 -0.047
F -2.02342 1.19190 -0.13666 0.070
H 0.94237 1.46855 1.28948 0.059
H 0.09381 2.59105 0.30719 0.107
H 1.12172 -1.03603 -1.58226 0.081
H 2.00173 -0.62493 -0.17467 0.097
H 0.41509 1.30326 -1.69680 0.163
H -1.24954 -1.11656 1.59864 0.124
H 0.38147 -2.44435 0.22907 0.167
```

**LUMO energy**: 1.066 eV
**Energy above the lowest of the compared OMol25 structures with the same formula, charge and spin**: 23.7 kcal per mole
**Total charge**: 0
**SMILES string**: F[C@H]1NC[C@@H]2C[C@@]21F


Number 1: E -4115.74688 Ha. Number 2: E -7256.04805 Ha. Number 3: E -988.71770 Ha. Number 4: E -7236.40567 Ha. Number 5: E -2353.55682 Ha. Number 6: E -449.13746 Ha.